Entry 1:
This record from the OMol25 dataset describes a cluster of 2 separate species, C17H18BF7N3O5S in total. The level of theory is ωB97M-V/def2-TZVPD.

Properties
**LUMO level**: -5.27 eV
**Kohn-Sham gap**: 5.081 eV
**Strongest force on any atom**: 2.1 eV/A
**Charge**: +1

Geometry (Å):
O: -4.973 1.667 3.302
C: -3.846 1.251 3.470
C: -3.324 0.084 2.682
B: -1.972 0.332 1.821
O: -2.146 1.242 0.670
N: -2.183 2.587 1.021
O: -2.919 3.201 0.350
S: -0.434 0.845 2.878
O: 0.598 1.301 1.954
O: -0.646 1.779 3.957
C: 0.363 -0.719 3.543
F: 0.508 -1.566 2.486
F: 1.594 -0.364 3.922
C: -0.317 -1.481 4.754
F: -1.408 -0.906 5.247
F: 0.599 -1.628 5.721
C: -0.700 -2.880 4.227
F: 0.388 -3.552 3.835
F: -1.568 -2.673 3.225
F: -1.298 -3.632 5.155
H: -3.233 1.745 4.236
H: -3.248 -0.786 3.332
H: -4.102 -0.146 1.961
H: -1.652 -0.744 1.326
C: 3.447 3.550 -5.630
N: 2.821 2.557 -4.725
C: 1.574 2.779 -4.281
C: 0.943 1.869 -3.469
C: 1.599 0.696 -3.103
C: 2.898 0.502 -3.563
C: 3.487 1.447 -4.371
C: 0.930 -0.324 -2.262
C: 0.774 -1.638 -2.708
C: 0.182 -2.573 -1.889
N: -0.239 -2.228 -0.664
C: -0.119 -0.966 -0.217
C: 0.459 0.004 -0.999
C: -0.845 -3.194 0.278
H: 3.452 4.516 -5.134
H: 2.864 3.592 -6.547
H: 4.463 3.243 -5.853
H: 1.096 3.695 -4.598
H: -0.066 2.074 -3.139
H: 3.463 -0.379 -3.293
H: 4.492 1.330 -4.749
H: 1.103 -1.940 -3.692
H: 0.044 -3.600 -2.193
H: -0.490 -0.757 0.781
H: 0.552 1.004 -0.597
H: -1.815 -2.791 0.558
H: -0.189 -3.244 1.143
H: -0.961 -4.180 -0.159



Entry 2:
This record from the OMol25 dataset describes an isolated molecule of C4H10N2O. The level of theory is ωB97M-V/def2-TZVPD.

Properties
**LUMO level**: 1.04 eV
**Kohn-Sham gap**: 9.725 eV
**Relative energy (zero: lowest compared OMol25 entry of this formula, charge and spin)**: 170.84 kJ/mol
**Strongest force on any atom**: 0.5 eV/A
**SMILES**: NCNCCC=O

Geometry (Å):
C: 0.052 0.432 0.837
C: 1.356 1.201 0.713
C: 2.407 0.476 -0.088
O: 2.197 -0.472 -0.795
N: -0.680 0.459 -0.416
C: -1.837 -0.427 -0.447
N: -1.502 -1.707 -1.051
H: 0.274 -0.593 1.182
H: -0.587 0.916 1.579
H: 1.783 1.438 1.685
H: 1.153 2.132 0.187
H: 3.415 0.922 -0.020
H: -0.096 0.204 -1.203
H: -2.630 0.031 -1.047
H: -2.224 -0.507 0.574
H: -2.300 -2.315 -1.155
H: -0.780 -2.190 -0.534



Calculated total energy in eV, matching the order above: -63152.01884; -9337.21684